Record 1
The following is a quantum chemistry calculation of one molecule with the formula C23H20N4O2, from the Open Molecules 2025 dataset.

```
49
Properties=species:S:1:pos:R:3
C 1.02929 -1.53123 3.30425
N 1.11767 -2.00198 1.97334
C 2.44831 -1.82637 1.15762
C 2.95414 -0.38499 0.85666
C 1.99314 0.51769 0.20434
C 0.89945 1.03867 0.88294
N 0.19528 1.76154 -0.11711
C -1.13506 2.18946 -0.03896
C -2.23603 1.49082 0.38036
C -2.34430 0.03316 0.79486
C -3.12557 -0.50944 1.72000
N -2.93089 -1.94413 1.60598
C -2.19121 -2.30179 0.52625
C -1.77245 -3.49990 0.04230
C -1.01546 -3.53355 -1.21166
C -0.54500 -2.26708 -1.66801
C -0.91263 -1.11641 -1.09959
C -1.72521 -1.11934 -0.01102
C -3.36735 2.41165 0.41390
O -4.57739 2.28398 0.44020
N -2.85220 3.67448 0.14756
C -1.55047 3.53604 -0.32158
O -0.96373 4.48230 -0.75552
C 0.91546 1.92574 -1.21756
C 0.70231 2.59785 -2.39792
C 1.68907 2.52910 -3.42456
C 2.82118 1.65036 -3.37930
C 2.95728 0.91071 -2.16995
C 2.01747 1.02197 -1.13403
H 1.78304 -0.74896 3.62985
H 1.19387 -2.52130 3.83570
H -0.02692 -1.10573 3.50002
H 0.40273 -1.80909 1.33155
H 3.30349 -2.20712 1.68963
H 2.26718 -2.32992 0.23036
H 3.24616 0.03253 1.76613
H 3.83017 -0.55179 0.21804
H 0.66950 0.74601 1.88129
H -3.88723 -0.05820 2.39625
H -3.04923 -2.55268 2.44593
H -2.05203 -4.47071 0.59483
H -0.66404 -4.45905 -1.66101
H 0.15639 -2.31682 -2.46892
H -0.70934 -0.12008 -1.48383
H -3.53316 4.31201 -0.14353
H -0.22580 3.06529 -2.52031
H 1.50690 3.13267 -4.35912
H 3.47568 1.57244 -4.18917
H 3.81751 0.37119 -2.19752
```

Properties
Kohn-Sham gap   6.852 eV
Relative energy (zero: lowest compared OMol25 entry of this formula, charge and spin)   88.8 kcal per mole
Max |F|   4.82 eV/Å
Highest occupied orbital energy   -7.92 eV

=====

Record 2
The following is a quantum chemistry calculation of one molecule with the formula C23H20N4O2S, from the Open Molecules 2025 dataset.

```
50
Properties=species:S:1:pos:R:3
C 2.59376 0.77260 0.53818
N 1.76452 1.43310 1.55757
C 2.10538 1.12129 2.96219
C 1.52995 2.90155 1.37185
C 0.84322 3.25600 0.05369
N 1.54852 4.01353 -0.74421
C 1.00943 4.49197 -1.91976
C 1.79386 5.36933 -2.67212
C 1.35654 5.81349 -3.89417
C 0.11237 5.43534 -4.43805
C -0.65585 4.54454 -3.67540
C -0.21509 4.09283 -2.40228
C -0.98150 3.22645 -1.53518
O -2.06636 2.83526 -1.87975
N -0.45602 2.87315 -0.28160
C -1.25625 2.04506 0.66173
C -1.21011 0.53319 0.56900
N -1.31404 -0.26899 1.57212
C -1.55736 -1.57259 1.15120
C -1.75723 -2.69521 2.05457
C -1.98648 -2.58786 3.41629
C -2.12111 -3.92179 3.86618
C -2.32614 -4.41450 5.13544
C -2.40997 -5.79537 5.34588
C -2.36036 -6.65999 4.23213
C -2.12179 -6.12315 2.92630
C -2.06959 -4.75211 2.72945
O -1.86356 -3.99092 1.60437
C -1.62881 -1.72618 -0.18682
S -1.38299 -0.23360 -1.01710
H 3.61240 1.07728 0.67838
H 2.25051 1.04473 -0.48545
H 2.48280 -0.31547 0.66978
H 2.40030 0.06238 3.02299
H 1.26805 1.28188 3.64134
H 2.92100 1.72513 3.33380
H 2.46798 3.41198 1.47347
H 0.81849 3.25241 2.13311
H 2.74051 5.66260 -2.24790
H 1.97086 6.45364 -4.51806
H -0.21646 5.72224 -5.45175
H -1.63842 4.23811 -4.05008
H -1.01231 2.34582 1.70537
H -2.32907 2.33107 0.54073
H -2.03989 -1.62883 3.91534
H -2.38386 -3.75242 5.98696
H -2.51226 -6.21272 6.35393
H -2.42154 -7.71774 4.34690
H -1.99902 -6.75205 2.07392
H -1.78217 -2.71135 -0.69331
```

Properties
Kohn-Sham gap   8.285 eV
Relative energy (zero: lowest compared OMol25 entry of this formula, charge and spin)   48.8 kcal per mole
Max |F|   2.72 eV/Å
Highest occupied orbital energy   -7.80 eV

=====

Record 3
The following is a quantum chemistry calculation of one molecule with the formula C23H20N6O2S, from the Open Molecules 2025 dataset.

```
52
Properties=species:S:1:pos:R:3
C -4.80883 -2.89570 1.46794
O -4.26326 -1.68395 1.00975
C -5.09490 -0.70576 0.58655
C -6.48263 -0.81083 0.56398
C -7.26487 0.23780 0.11108
C -6.68044 1.41183 -0.32963
C -5.30454 1.53058 -0.31261
C -4.49885 0.49064 0.13968
C -3.06216 0.67124 0.13660
N -2.48760 1.82363 -0.33347
C -1.20725 1.60132 -0.17064
N -0.99708 0.38784 0.37424
N -2.18197 -0.21003 0.56671
C 0.28656 -0.20928 0.62392
C 0.56487 -1.29186 -0.38220
C 0.55711 -1.17350 -1.73976
C 0.88573 -2.37970 -2.39506
C 1.14408 -3.38793 -1.52355
S 0.98453 -2.89002 0.11253
C 1.35516 0.86360 0.50319
C 2.67545 0.39900 1.01051
O 2.80644 -0.12842 2.09178
N 3.69393 0.58524 0.11067
C 5.04001 0.24952 0.24304
C 5.88204 0.43671 -0.85284
C 7.22272 0.12249 -0.73407
C 7.67738 -0.36742 0.48173
N 6.88582 -0.54784 1.52392
C 5.60589 -0.25354 1.41867
C 1.11024 2.08552 -0.00354
C 2.11281 3.19402 -0.11471
N -0.15349 2.42343 -0.45380
H -3.95464 -3.50905 1.75020
H -5.45091 -2.74678 2.34284
H -5.37740 -3.40751 0.68375
H -6.96678 -1.71429 0.90052
H -8.33974 0.12960 0.10499
H -7.29322 2.22732 -0.68239
H -4.81800 2.43250 -0.64877
H 0.29981 -0.64331 1.63254
H 0.31395 -0.25931 -2.25367
H 0.92682 -2.48682 -3.46426
H 1.41958 -4.40044 -1.74187
H 3.43194 0.93841 -0.79986
H 5.48366 0.82291 -1.78232
H 7.89706 0.25598 -1.56578
H 8.71662 -0.62691 0.63000
H 5.00089 -0.42348 2.29578
H 3.01227 2.97325 0.45083
H 1.68204 4.11607 0.27390
H 2.37897 3.36604 -1.15823
H -0.36583 3.37724 -0.69884
```

Properties
Kohn-Sham gap   8.333 eV
Relative energy (zero: lowest compared OMol25 entry of this formula, charge and spin)   0.0 kcal per mole
Max |F|   1.31 eV/Å
Highest occupied orbital energy   -7.97 eV

=====

Record 4
The following is a quantum chemistry calculation of C23H21AlN3O6PS2 as an isolated structure, from the Open Molecules 2025 dataset.

```
57
Properties=species:S:1:pos:R:3
Al 1.84122 -0.37248 0.80443
O 2.12640 1.49698 1.01105
S 0.71105 1.77183 1.42688
O 0.53437 2.55555 2.59910
O 0.21413 0.35033 1.58531
C -0.14868 2.53961 0.07354
C -0.53370 3.84075 0.36267
C -1.20073 4.61517 -0.58080
C -1.49437 4.08467 -1.81792
C -1.11808 2.77857 -2.11121
C -0.43227 1.98438 -1.19801
P -0.23206 0.29580 -1.82784
C 0.43034 0.31370 -3.46875
C 1.13934 1.40581 -3.97089
C 1.77430 1.29486 -5.19652
C 1.71575 0.10253 -5.90506
C 1.02689 -0.99199 -5.39627
C 0.38479 -0.89540 -4.17562
C -1.76317 -0.57719 -1.70097
C -2.58061 -0.67673 -2.83149
C -3.83875 -1.24304 -2.71293
C -4.27721 -1.70184 -1.47863
C -3.46696 -1.59520 -0.35480
C -2.20929 -1.02792 -0.45482
H -0.31338 4.25253 1.33695
H -1.48907 5.62697 -0.33136
H -2.01843 4.67145 -2.56028
H -1.37335 2.36883 -3.08210
H 1.20386 2.33036 -3.41241
H 2.32021 2.13849 -5.59616
H 2.21673 0.02210 -6.86067
H 0.99175 -1.91916 -5.95169
H -0.15024 -1.74846 -3.77599
H -2.23851 -0.32312 -3.79621
H -4.47520 -1.32730 -3.58311
H -5.26019 -2.14540 -1.39024
H -3.81931 -1.95350 0.60312
H -1.58469 -0.93700 0.42378
O 0.82098 -1.58337 -0.27148
N 0.96244 -0.39191 -0.84687
O 3.62253 -0.90000 0.41804
C 3.67605 -1.35533 1.58931
O 2.60903 -1.22995 2.29420
H 4.57167 -1.82760 1.99193
C 1.12607 -3.62812 5.95038
N 0.94308 -2.23027 5.54528
C 1.32532 -1.15198 6.25687
C 0.95591 -0.02693 5.54420
N 0.35431 -0.46160 4.42561
C 0.32528 -1.82587 4.38848
S -0.34229 -2.78823 3.22311
H 1.79647 -3.64949 6.80352
H 1.54894 -4.19176 5.12506
H 0.16474 -4.05656 6.22388
H 1.82222 -1.23028 7.20927
H 1.08464 1.01751 5.77348
H 0.01971 0.10619 3.65164
```

Properties
Kohn-Sham gap (alpha / beta)   6.307 / 8.025 eV
Relative energy (zero: lowest compared OMol25 entry of this formula, charge and spin)   26.2 kcal per mole
Max |F|   0.33 eV/Å
Highest occupied orbital energy (alpha / beta)   -14.78 / -14.77 eV
Charge   +2